No. 1
# C17H18ClN5

The molecule C17H18ClN5 in a non-equilibrium geometry (wB97M-V/def2-TZVPD, the OMol25 dataset).

```
41
Properties=species:S:1:pos:R:3:forces:R:3:mulliken_charge:R:1
C -0.759 2.284 3.835 2.323 0.315 0.082 -1.905
C -1.545 1.129 3.323 -0.612 0.044 -0.026 2.168
C -1.969 0.124 4.373 1.041 -1.598 0.652 -1.740
N -2.800 1.686 2.752 3.029 1.383 -0.912 -0.807
C -0.629 0.434 2.328 -1.360 -1.375 -2.096 -1.404
N -0.703 1.081 1.012 -0.161 -0.083 1.868 0.001
C 0.130 0.818 -0.012 1.513 -2.904 2.944 -0.003
N 1.111 -0.141 0.171 -0.556 1.699 -1.262 -0.589
C 2.021 -0.222 -0.865 -1.980 1.942 -2.339 0.037
C 3.136 -1.192 -0.845 3.200 0.003 0.561 0.376
C 4.481 -0.640 -0.462 -0.990 -2.377 1.082 -0.407
C 5.572 -1.548 -0.180 -4.181 -0.838 -1.678 -0.206
N 5.457 -2.922 -0.372 -1.607 2.171 -0.372 -0.609
C 4.244 -3.359 -0.881 2.385 -0.629 0.688 -0.131
C 3.121 -2.582 -1.181 0.072 0.672 0.754 0.292
Cl 1.748 -3.542 -1.815 0.662 1.238 0.507 -0.209
C 1.905 0.590 -2.044 -0.189 -0.839 1.155 -0.692
C 0.820 1.524 -2.253 1.049 -3.264 2.885 0.083
C 0.588 2.169 -3.454 -2.252 1.975 1.374 -0.313
N -0.399 3.092 -3.519 0.156 -0.410 -0.250 -0.664
C -1.233 3.297 -2.441 1.670 -2.353 0.680 -0.472
C -1.102 2.499 -1.294 -1.254 0.917 0.230 -0.626
C -0.082 1.562 -1.131 0.555 2.721 -4.847 1.614
H 0.260 2.017 4.239 -1.118 -0.068 -0.253 0.336
H -0.556 3.048 3.081 -0.197 -0.292 -0.280 0.378
H -1.285 2.765 4.589 -0.981 1.049 1.684 0.511
H -1.998 0.590 5.334 -0.853 0.521 0.708 0.421
H -2.879 -0.474 4.137 0.477 0.825 0.078 0.364
H -1.205 -0.646 4.581 0.087 0.145 -0.451 0.349
H -3.383 2.137 3.404 -0.444 0.589 1.085 0.217
H -3.295 0.987 2.333 -1.823 -2.306 -1.270 0.183
H 0.402 0.330 2.683 -0.341 0.130 -0.063 0.451
H -1.056 -0.572 2.149 0.540 -0.064 0.368 0.367
H -1.589 1.579 0.923 0.761 -0.087 -0.276 0.246
H 4.638 0.397 -0.042 -0.687 -1.099 -1.007 0.272
H 6.378 -1.029 0.266 1.431 -0.513 0.309 0.362
H 4.214 -4.487 -0.999 -0.145 1.628 -0.028 0.319
H 2.598 0.435 -2.856 0.279 -0.066 0.005 0.403
H 1.231 1.883 -4.262 -0.042 0.558 -0.769 0.394
H -2.062 3.991 -2.440 0.264 0.278 -0.681 0.378
H -1.832 2.602 -0.470 0.278 0.364 -0.841 0.254
```
Positions in Å, forces in eV/Å.

Properties
SMILES = CC(C)(N)CNc1nc(-c2ccncc2Cl)cc2cnccc12

---

No. 2
# C17H18F24NO6S

A cluster of 4 separate species, C17H18F24NO6S in total (wB97M-V/def2-TZVPD, the OMol25 dataset).

```
67
Properties=species:S:1:pos:R:3:forces:R:3:mulliken_charge:R:1
C -5.973 -3.078 -2.356 -0.297 -0.029 -0.424 -1.155
C -5.670 -2.081 -3.480 -0.058 0.104 0.047 -0.184
N -5.507 -0.685 -3.044 -0.135 -0.269 -0.182 -0.438
S -4.320 0.123 -3.944 -0.216 0.158 -0.131 1.130
O -4.419 1.506 -3.514 -0.008 -0.034 0.134 -0.728
O -3.051 -0.504 -3.568 0.337 -0.073 0.000 -0.601
O -4.713 -0.138 -5.322 0.157 0.056 0.323 -0.710
H -6.616 -3.850 -2.789 0.082 -0.131 0.160 0.382
H -5.077 -3.573 -1.983 0.020 0.204 0.166 0.260
H -6.538 -2.639 -1.532 0.098 0.107 0.028 0.274
H -4.777 -2.418 -4.010 0.020 -0.008 -0.018 0.256
H -6.486 -2.093 -4.205 0.006 -0.035 -0.009 0.292
H -5.296 -0.609 -2.060 0.186 -0.019 -0.025 0.237
C -0.025 -0.465 -2.362 -0.658 -0.110 -0.241 -0.622
C 0.467 0.920 -1.928 0.031 -0.131 0.222 1.113
C 1.699 1.492 -2.633 -0.056 0.089 -0.067 -0.043
F 2.790 0.715 -2.443 0.021 -0.018 0.012 -0.222
F 1.978 2.715 -2.118 0.019 0.003 0.005 -0.273
F 0.656 0.960 -0.587 0.069 -0.009 -0.049 -0.228
F -0.529 1.796 -2.227 -0.024 0.029 -0.038 -0.337
O 0.367 -1.568 -1.550 0.281 0.306 0.306 -0.384
C 1.528 -2.240 -1.725 -0.190 -0.083 -0.091 0.780
C 2.438 -2.127 -0.494 -0.011 -0.077 0.024 0.211
F 2.710 -0.831 -0.230 0.113 0.030 0.071 -0.179
F 3.611 -2.759 -0.738 0.011 -0.001 0.007 -0.303
F 2.185 -1.887 -2.845 0.050 0.040 -0.023 -0.306
F 1.234 -3.562 -1.836 0.027 -0.077 -0.067 -0.313
H -1.112 -0.426 -2.260 -0.008 -0.010 -0.092 0.209
H 0.163 -0.649 -3.419 0.161 0.044 0.026 0.393
H 1.511 1.597 -3.704 0.007 -0.024 -0.004 0.283
H 1.956 -2.581 0.374 -0.024 0.019 -0.001 0.242
C 4.509 0.703 1.938 -0.465 -0.180 -0.407 -0.644
C 5.137 2.055 2.294 0.013 -0.082 0.253 0.856
C 6.481 2.406 1.650 -0.035 0.087 -0.077 0.088
F 7.438 1.525 2.008 0.020 -0.023 0.020 -0.228
F 6.862 3.632 2.078 0.017 0.000 0.002 -0.275
F 5.219 2.199 3.634 0.028 -0.006 -0.015 -0.293
F 4.273 3.003 1.829 -0.006 0.008 -0.064 -0.309
O 4.688 -0.364 2.853 0.286 0.340 0.358 -0.376
C 5.766 -1.193 2.814 -0.179 -0.128 -0.145 0.826
C 6.598 -1.116 4.103 -0.026 -0.031 0.050 0.183
F 7.029 0.140 4.322 0.031 0.021 -0.023 -0.225
F 7.679 -1.920 3.973 0.010 -0.018 0.017 -0.267
F 6.530 -1.002 1.726 0.054 0.040 -0.018 -0.288
F 5.298 -2.465 2.758 0.018 -0.070 -0.060 -0.302
H 3.436 0.884 1.954 0.003 0.011 0.011 0.387
H 4.753 0.405 0.918 0.164 0.048 0.035 0.325
H 6.390 2.424 0.562 0.005 -0.026 -0.002 0.304
H 5.997 -1.448 4.951 -0.009 0.002 0.000 0.237
C -4.439 1.916 1.561 -0.498 0.243 -0.274 -0.684
C -3.303 2.487 2.419 0.020 -0.205 0.087 0.815
C -1.958 2.770 1.741 0.001 0.082 -0.021 0.070
F -1.406 1.641 1.267 -0.004 -0.033 0.061 -0.183
F -1.116 3.291 2.668 0.007 0.021 0.002 -0.297
F -3.109 1.727 3.518 -0.005 -0.003 -0.010 -0.287
F -3.745 3.714 2.842 -0.002 0.049 -0.028 -0.344
O -4.650 0.518 1.600 0.509 -0.150 0.461 -0.395
C -3.978 -0.312 0.740 -0.399 0.411 -0.303 0.770
C -3.124 -1.346 1.485 -0.045 -0.074 0.018 0.163
F -2.242 -0.734 2.301 0.032 0.025 0.007 -0.220
F -2.438 -2.079 0.585 0.019 -0.015 -0.006 -0.200
F -3.275 0.383 -0.154 0.294 -0.137 -0.082 -0.162
F -4.912 -1.015 0.054 -0.014 -0.179 0.089 -0.365
H -5.343 2.334 1.999 0.000 -0.031 0.019 0.402
H -4.381 2.285 0.537 0.156 -0.018 0.008 0.354
H -2.078 3.491 0.929 -0.002 -0.032 -0.032 0.334
H -3.768 -1.999 2.076 -0.009 0.001 0.000 0.197
```
Positions in Å, forces in eV/Å.

Properties
net charge = -1

---

No. 3
# C17H18N2O5

The molecule C17H18N2O5 in a non-equilibrium geometry (wB97M-V/def2-TZVPD, the OMol25 dataset).

```
42
Properties=species:S:1:pos:R:3:forces:R:3:mulliken_charge:R:1
C 0.631 5.004 -0.391 0.141 -0.153 0.046 -1.586
C 1.130 3.589 -0.111 -0.249 -0.033 -0.112 0.562
C 0.318 2.924 0.997 0.154 0.015 -0.079 -1.495
C 1.172 2.754 -1.408 -0.007 0.088 0.250 -0.404
N 1.769 1.451 -1.176 0.203 0.203 -0.122 -0.224
C 0.999 0.366 -0.963 0.197 -0.047 0.037 0.690
O -0.225 0.457 -1.011 -0.054 -0.201 0.243 -0.789
C 1.715 -0.893 -0.650 0.020 -0.371 0.060 0.473
C 2.989 -1.133 -1.160 -0.120 -0.057 0.084 -0.545
C 3.675 -2.290 -0.850 0.154 -0.015 -0.019 -0.851
C 3.093 -3.226 -0.008 -0.001 0.183 -0.121 -0.518
C 1.824 -3.023 0.493 -0.091 -0.148 0.104 -0.662
C 1.107 -1.871 0.167 0.392 -0.057 -0.097 0.255
N -0.179 -1.650 0.626 -0.401 0.402 -0.119 0.094
C -0.899 -2.363 1.540 0.238 0.162 -0.165 0.429
O -0.517 -3.354 2.132 -0.146 -0.012 0.054 -0.718
C -2.235 -1.792 1.768 -0.743 -0.722 0.897 0.229
C -3.245 -2.240 2.584 0.816 0.127 -0.495 -0.551
C -4.305 -1.323 2.436 0.059 0.467 -0.363 -0.488
C -3.867 -0.386 1.546 -0.734 -0.168 0.475 -0.431
O -2.624 -0.658 1.138 0.461 0.085 -0.295 -0.254
C -0.146 2.508 -2.162 0.225 0.199 -0.886 0.394
O -0.145 2.055 -3.276 0.031 0.024 0.027 -0.624
O -1.246 2.974 -1.573 -0.447 0.292 0.425 -0.417
H -0.417 4.989 -0.675 -0.080 0.072 -0.014 0.315
H 1.204 5.464 -1.194 0.043 0.133 -0.096 0.397
H 0.738 5.616 0.501 0.013 0.097 0.058 0.445
H 2.173 3.658 0.229 -0.058 -0.029 -0.084 0.419
H 0.335 3.548 1.888 0.019 0.036 0.113 0.513
H 0.734 1.953 1.256 -0.012 -0.089 0.090 0.285
H -0.712 2.786 0.685 -0.082 -0.023 0.060 0.271
H 1.811 3.277 -2.133 -0.194 -0.088 0.079 0.541
H 2.766 1.404 -1.048 -0.123 -0.074 0.013 0.349
H 3.436 -0.421 -1.840 0.028 0.062 -0.055 0.467
H 4.657 -2.462 -1.263 0.077 -0.009 -0.045 0.404
H 3.627 -4.129 0.247 0.029 -0.084 0.030 0.410
H 1.363 -3.755 1.136 -0.005 0.004 0.008 0.513
H -0.638 -0.847 0.189 0.064 -0.219 0.099 0.231
H -3.212 -3.114 3.200 0.087 -0.198 0.103 0.542
H -5.259 -1.354 2.921 -0.213 0.061 0.060 0.471
H -4.335 0.490 1.142 0.039 0.127 -0.111 0.475
H -2.017 2.739 -2.113 0.272 -0.041 -0.136 0.380
```
Positions in Å, forces in eV/Å.

Properties
relative energy (zero: lowest compared OMol25 entry of this formula, charge and spin) = 86.3 kJ/mol
SMILES = CC(C)[C@@H](NC(=O)c1ccccc1NC(=O)c1ccco1)C(=O)O

---

no.,gap between HOMO and LUMO (eV),total energy (eV)
1,7.70,-37892.034
2,7.61,-107753.715
3,8.91,-31139.979